Record 1
C20H28CdNO2S | the ωB97M-V functional and the def2-TZVPD basis

* LUMO: 1.95 eV
* HOMO-LUMO gap: 3.708 eV
* total charge: -1
* multiplicity: 1

Positions of all 53 atoms, in Å:
C 0.567 1.806 -0.782
H -0.510 -2.844 4.305
O 0.562 0.324 -4.649
C -1.660 0.872 4.785
C 0.363 1.628 -5.234
H 0.857 1.293 -7.373
H -1.326 1.346 5.690
H 1.252 2.255 -5.137
H -1.641 2.546 3.332
H 0.255 2.713 -1.295
C 0.337 -0.334 -5.944
H -0.879 1.190 -7.022
C -1.837 1.509 3.534
C 0.119 1.035 -6.618
S 0.000 0.000 8.301
H 2.850 -0.135 4.529
O 0.325 0.599 1.223
H -1.103 -1.646 -6.862
H 0.507 -2.605 1.855
C -0.881 -1.224 -5.881
H -0.887 -0.888 0.465
H 0.935 -1.303 5.968
H 1.583 1.570 -1.098
H 1.444 -1.490 -7.384
C -0.358 0.622 -1.036
N 0.000 0.000 5.365
H -2.558 -1.648 2.805
H 2.440 -0.420 -6.390
H 1.783 -1.905 -5.702
C 2.133 -0.845 4.162
H -1.751 -0.665 -5.542
H -1.400 0.942 -1.004
H -0.185 0.130 -1.990
H -0.361 2.545 1.037
C -0.046 -0.281 0.140
C 0.336 -2.237 4.035
H -0.715 -2.047 -5.186
H -2.434 0.713 1.557
H -0.486 2.149 -4.785
C -1.958 -0.491 4.611
C 0.865 -2.103 2.737
C 1.106 -1.439 4.914
C 1.984 -1.239 2.824
C 1.574 -1.080 -6.382
H -1.918 -1.243 5.378
C -2.303 -0.703 3.255
H 2.583 -0.888 2.002
C 0.498 1.953 0.721
H 1.384 2.362 1.190
C 0.000 0.000 6.681
C -2.246 0.539 2.603
H 0.798 -0.941 -0.069
Cd 0.000 0.000 3.365

Record 2
C20H28CeNO2S | the ωB97M-V functional and the def2-TZVPD basis

* LUMO (alpha / beta): -0.01 / 0.00 eV
* HOMO-LUMO gap (alpha / beta): 7.622 / 7.626 eV
* multiplicity: 2

Positions of all 53 atoms, in Å:
H -2.455 1.477 3.450
H -2.349 0.263 4.762
H -0.206 -2.928 -3.447
H 0.951 4.694 -2.276
H 1.577 -4.990 -1.960
C -0.748 -4.527 -0.460
H 2.772 0.121 1.387
C 3.321 1.931 0.133
C 1.287 1.421 -3.037
H -0.615 -3.194 1.218
C -1.664 -0.492 1.560
C -0.410 2.941 -2.591
H 2.940 2.934 -2.707
H 1.315 1.921 2.854
H 1.952 -3.969 -0.525
H -3.966 -1.053 3.660
H -0.901 0.815 -3.163
C 0.830 3.626 -2.475
C 0.010 -3.603 -1.434
C 1.871 2.136 1.931
O -0.235 -2.323 -0.710
C 2.089 3.436 1.369
H -0.514 -4.674 -3.233
S -1.492 5.536 1.400
H 3.429 4.133 -0.289
H 1.742 4.379 1.808
H -1.406 3.390 -2.511
H 1.836 0.509 -3.290
H -1.647 -5.027 -0.842
C 2.666 1.196 1.188
C 2.976 3.313 0.276
C -3.490 -0.345 2.956
H -0.965 -1.202 1.043
H -2.085 -2.919 0.219
N -0.642 3.081 0.345
C 1.487 -3.979 -1.519
C -1.025 -3.204 0.203
C -2.317 0.393 3.663
C 1.873 2.700 -2.717
O -2.992 -1.087 1.833
H -0.068 -5.181 0.097
Ce 0.678 1.328 -0.561
H -4.246 0.382 2.621
H 4.048 1.532 -0.582
H -0.198 0.581 2.904
C -1.023 4.141 0.810
H -0.698 -1.088 3.375
C -0.663 -3.672 -2.788
H -1.734 -3.472 -2.656
H -1.734 0.433 0.899
H 2.027 -3.262 -2.151
C -1.049 -0.128 2.928
C -0.141 1.577 -2.967

Record 3
C20H28Cl2MnN2O6 | the ωB97M-V functional and the def2-TZVPD basis

* LUMO (alpha / beta): 2.55 / 2.54 eV
* HOMO-LUMO gap (alpha / beta): 6.279 / 4.824 eV
* total charge: -1
* multiplicity: 5

Positions of all 59 atoms, in Å:
C 1.107 -1.436 -1.656
H 0.195 1.070 -5.381
C 1.312 -0.236 3.505
C 2.745 0.193 -2.458
H 0.892 -2.351 -1.064
H -0.001 1.925 2.427
N -1.772 -0.038 -1.071
H -4.943 0.291 -1.706
H -1.074 -2.731 -2.264
C -3.032 0.626 -0.589
C 1.094 2.061 2.532
H 3.700 1.811 2.482
Cl -1.823 -1.166 3.306
H -2.489 2.692 -0.461
O 3.905 -0.113 1.679
H -4.069 2.372 -1.218
C 1.849 0.732 2.473
H 1.528 2.685 1.742
H 4.907 0.297 -2.197
O -3.385 -1.006 -2.273
C 3.280 -1.226 -0.402
Cl -0.454 -2.533 0.717
H -2.232 0.968 1.417
O -1.040 -0.624 2.023
O -3.097 -1.782 2.888
C -1.122 -1.753 -2.791
O -1.934 0.008 4.129
C 3.337 0.803 2.708
C -3.036 2.032 -1.145
H 3.689 0.440 3.691
H 3.993 1.593 -1.378
C -4.113 -0.256 -1.221
H 4.345 -1.071 -0.621
H -3.980 1.316 1.224
O -0.885 -2.086 4.055
C 2.362 -0.763 -1.517
C -0.347 0.395 -4.707
H 0.270 -0.235 3.220
H 1.312 2.520 3.497
C 0.207 -1.032 -2.695
C 0.610 -0.084 -3.635
H -1.498 -1.852 -3.822
H -1.180 0.966 -4.259
N 1.790 0.196 1.053
H 1.723 -1.261 3.409
H 4.170 1.621 -3.151
C -2.093 -0.893 -1.993
C 4.037 0.963 -2.283
Mn 0.228 -0.129 -0.360
C -3.155 0.658 0.913
H -4.500 -1.022 -0.527
H 3.046 -2.275 -0.115
C 1.866 0.538 -3.502
H -0.769 -0.440 -5.284
C 2.924 -0.389 0.825
H 2.174 1.305 -4.235
H 1.365 0.163 4.543
H -3.359 -0.345 1.269
H -2.569 2.026 -2.138

Record 4
C20H28Cl2O18 | the ωB97M-V functional and the def2-TZVPD basis

* LUMO: 0.18 eV
* HOMO-LUMO gap: 10.290 eV
* structure (SMILES): O=C1OCCO1.O=C1OCCO1.O=C1OCCO1.O=C1OCCO1.O=C1OCCO1.O=C1OCCO1.ClCCCl
* multiplicity: 1

Positions of all 68 atoms, in Å:
C 0.528 -1.533 -3.346
H 3.325 4.274 -4.538
C 3.688 3.755 -3.649
H -1.312 3.190 5.480
O 3.757 -4.443 -0.199
H -0.557 4.727 5.885
H 3.870 -5.925 1.209
C 3.172 -5.543 0.462
H 2.934 -6.335 -0.242
H -2.294 -4.845 0.754
O 2.220 -3.515 1.073
H 4.562 2.065 -4.839
C 3.238 -3.283 0.214
C -0.059 -1.751 -4.736
O 2.496 2.169 6.650
C -1.019 -2.511 -0.445
O -0.797 -1.351 -0.347
H -4.101 2.836 0.762
H -4.822 4.716 -0.617
O -6.069 2.702 1.543
C -0.364 3.728 5.494
C -5.143 2.756 0.449
H -5.282 1.843 -0.124
H 1.143 -0.637 -3.397
C -1.946 -4.442 -1.308
Cl -1.253 -3.090 -4.796
C 1.648 2.727 6.037
C 2.038 2.335 -2.999
H 0.682 -1.914 -5.518
H -0.534 -0.814 -5.029
O -1.626 -3.070 -1.502
O -0.053 1.386 0.346
Cl 1.508 -2.880 -2.773
H 0.787 -1.408 0.779
C -6.737 3.865 1.646
C 1.004 -0.459 1.271
H -3.028 -4.541 -1.273
O 3.591 -2.211 -0.141
H 1.994 -5.226 2.222
C 1.938 -4.884 1.192
O 0.970 2.014 -2.575
O -6.318 4.720 0.685
O -7.515 4.150 2.491
H -1.502 -5.048 -2.092
C 4.149 2.318 -3.868
C 0.494 3.530 4.264
O -1.751 1.484 1.815
H 0.693 -0.071 -0.834
O 0.543 3.285 6.561
H -0.734 -5.501 0.227
C 0.991 0.483 0.056
O -0.072 -0.013 2.067
H 1.038 -5.254 0.708
H 1.983 0.866 -0.183
O 2.542 3.555 -2.821
H -0.005 2.912 3.518
H 1.943 -0.489 1.814
H 4.843 1.970 -3.103
C -0.731 1.020 1.430
H 4.355 4.392 -3.073
C -1.416 -4.659 0.134
H 0.706 4.504 3.813
H -6.127 3.789 -1.219
H -0.330 -1.398 -2.692
O -0.850 -3.429 0.533
O 2.909 1.578 -3.704
O 1.643 2.828 4.689
C -5.581 3.999 -0.291

What is the multiplicity in the second record? 2